Formula: C6H33NO11
Source: OMol25
Level of theory: ωB97M-V/def2-TZVPD

Each line ends with the natural charge from an NBO analysis.
Atoms and positions in Å:
H1 -0.3835 1.0891 1.0476  0.444
O1 -0.9703 0.9762 1.8976  -0.971
H2 3.8499 -0.2537 -0.8222  0.207
H3 -2.9620 -1.7951 2.0530  0.468
H4 -2.0268 -0.5486 -0.3671  0.500
H5 -0.3635 0.5367 2.5228  0.499
H6 -0.4919 3.8384 -2.7651  0.468
H7 -0.8267 0.6136 -0.2496  0.470
H8 -2.7992 -0.7836 -3.5771  0.478
H9 2.0454 0.8077 2.0100  0.187
O2 -1.0097 -0.4263 -0.3631  -0.971
H10 -4.0110 -0.4760 -0.9934  0.500
H11 2.9432 -2.8201 -0.2503  0.193
H12 -1.6276 4.5388 0.7533  0.463
H13 -0.6519 4.2953 -1.2793  0.482
H14 -1.8551 -0.8351 -2.4571  0.470
H15 3.6694 -2.4905 -1.6542  0.219
H16 3.4416 1.0440 1.0242  0.208
C1 2.7703 -0.6875 -0.8270  -0.264
H17 -3.0900 -1.6597 -1.3041  0.455
H18 1.3153 -0.4440 3.3597  0.503
H19 0.5809 -2.3909 -1.0989  0.219
H20 -0.0636 3.9904 2.9205  0.474
H21 0.2950 2.5446 2.8502  0.495
O3 0.5176 -0.1251 3.8519  -0.999
H22 -0.7096 3.3904 1.1610  0.493
C2 3.3020 -1.0487 1.9752  0.471
H23 -4.2867 -1.2800 1.8714  0.468
H24 2.4791 -0.1481 -1.8577  0.207
H25 0.6232 -0.1903 4.7424  0.483
O4 -1.2888 3.7306 0.4279  -0.993
H26 1.6211 -3.7698 -1.7907  0.191
C3 1.4321 -2.6080 -1.7266  -0.396
H27 -3.2270 1.1406 0.8970  0.505
C4 2.6939 0.2440 1.2759  -0.327
O5 -3.7043 -1.8830 1.4165  -0.933
H28 2.0849 -1.7306 -3.5572  0.197
H29 0.9680 -0.4511 0.2484  0.393
O6 -3.7506 -1.1383 -1.7398  -0.964
H30 4.0618 -1.4637 1.5208  0.128
O7 -1.8774 -0.6987 -3.4230  -0.955
H31 -4.4473 1.3046 0.0304  0.483
H32 0.3394 -1.6941 -3.4001  0.248
O8 2.7612 -1.2569 2.9767  -0.525
O9 0.3772 3.3736 2.3780  -0.925
O10 -3.7956 0.7170 0.3087  -0.961
C5 2.7897 -2.1653 -1.1068  -0.433
C6 1.2388 -2.2474 -3.1496  -0.641
N1 1.8230 -0.0444 0.1202  -0.656
H33 1.1256 -3.1116 -3.7533  0.208
O11 -0.9291 4.4906 -2.1280  -0.961

Cartesian forces, eV/Å:
-1.499 -0.139 3.096
1.697 0.730 -2.150
-1.809 -0.594 1.068
-0.065 -0.517 -0.826
2.454 0.953 0.437
-0.399 -0.169 0.227
-0.932 1.412 1.620
-1.408 -3.816 -1.327
-1.281 -0.044 -0.337
0.781 -0.917 -0.176
-1.314 2.477 -0.260
0.643 -1.707 -1.767
-0.263 0.340 0.880
-0.672 1.345 0.393
0.845 -1.051 2.836
0.398 0.435 -0.899
-0.099 0.490 -0.959
-0.332 -1.040 -0.246
0.283 2.867 -4.384
0.142 -1.054 0.386
-0.315 -0.092 1.141
-0.059 0.030 0.326
-0.668 1.314 1.110
-0.132 -0.476 0.097
-0.419 0.458 -4.501
-0.400 0.403 -0.669
-3.814 7.135 -2.406
-0.931 0.410 -0.319
0.474 -1.514 1.605
0.726 -0.426 3.769
0.666 -1.682 -0.009
-0.992 1.838 0.717
2.232 -3.580 0.233
1.683 1.274 1.583
-1.274 1.195 0.544
1.194 -0.074 1.100
0.505 0.540 -0.236
-2.294 -1.870 0.633
-1.588 1.933 1.809
4.270 -3.144 -1.970
1.687 -0.043 0.468
-1.543 1.874 -0.617
-0.040 0.487 0.330
-1.141 -3.057 4.818
1.279 -0.711 -0.520
-0.205 -2.560 -0.770
-1.430 -0.387 0.777
-0.708 0.958 -1.131
6.005 1.161 -0.171
0.037 -1.045 -0.565
0.022 -0.349 -4.785

## Properties
SMILES = CCCCNCC=O.O.O.O.O.O.O.O.O.O.O
E_tot = -1130.62600 hartree
LUMO level = 0.07 eV
Charge = 0
Energy relative to the best compared isomer or geometry (same formula, charge and spin) = 713.8 kJ/mol
Kohn-Sham gap = 9.10 eV